Record 1
DFT (ωB97M-V with the def2-TZVPD basis set) results for a molecular structure, C38H29BiO2PSSi.

Results
- Multiplicity: 2
- HOMO-LUMO gap (alpha / beta): 6.4 / 7.2 eV
- E_HOMO (alpha / beta): -6.97 / -8.40 eV
- E_LUMO (alpha / beta): -0.57 / -1.24 eV
- Net charge: 0
- Total energy: -2859.553327 a.u.
- F_max: 1.0 eV/Å
- ΔE to the lowest compared entry with this formula, charge and spin: 33.76 kcal/mol

The geometry in XYZ format:
```
73
C38H29BiO2PSSi | the OMol25 dataset | ωB97M-V with the def2-TZVPD basis set
Bi -0.2158 -0.2342 0.0830
O 0.0005 3.2311 -2.7842
C 0.6511 2.2083 -2.6950
O 0.2226 1.0463 -2.2998
C 2.1100 2.1389 -3.0314
C 2.7812 3.1744 -3.6597
C 4.1280 3.0270 -3.9482
C 4.7825 1.8472 -3.6151
C 4.1126 0.8145 -2.9767
C 2.7608 0.9615 -2.6744
P 1.7229 -0.3185 -1.8737
C 1.0264 -1.3653 -3.1929
C 1.2672 -1.0772 -4.5322
C 0.7325 -1.8866 -5.5228
C -0.0427 -2.9867 -5.1866
C -0.2941 -3.2720 -3.8530
C 0.2328 -2.4606 -2.8597
C 3.1086 -1.3973 -1.2207
C 3.2120 -2.7736 -1.4104
C 4.2412 -3.4930 -0.8141
C 5.1900 -2.8506 -0.0347
C 5.1050 -1.4786 0.1533
C 4.0682 -0.7662 -0.4234
H 2.2309 4.0723 -3.9099
H 4.6746 3.8237 -4.4365
H 5.8313 1.7296 -3.8575
H 4.6364 -0.0978 -2.7324
H 1.8685 -0.2191 -4.8033
H 0.9193 -1.6586 -6.5644
H -0.4570 -3.6163 -5.9633
H -0.8997 -4.1283 -3.5845
H 0.0253 -2.6827 -1.8196
H 2.5106 -3.2956 -2.0437
H 4.3034 -4.5630 -0.9715
H 5.9903 -3.4178 0.4238
H 5.8422 -0.9621 0.7560
H 4.0104 0.3050 -0.2705
C 3.2368 -2.6661 4.7774
C 3.1326 -2.8572 3.4081
C 2.5549 -1.8783 2.6142
C 2.0591 -0.6971 3.1658
C 2.1795 -0.5195 4.5471
C 2.7661 -1.4901 5.3441
Si 1.2437 0.6437 2.1159
C 0.1266 1.6185 3.2803
C -1.0916 1.0955 3.7201
C -1.8859 1.7929 4.6165
C -1.4731 3.0302 5.0914
C -0.2653 3.5645 4.6661
C 0.5255 2.8649 3.7662
C 2.5470 1.8268 1.4476
C 2.3249 2.6038 0.3097
C 3.3129 3.4418 -0.1867
C 4.5416 3.5181 0.4531
C 4.7742 2.7645 1.5965
C 3.7854 1.9259 2.0874
H 3.6774 -3.4320 5.4033
H 3.4977 -3.7662 2.9463
H 2.4920 -2.0401 1.5467
H 1.7934 0.3864 5.0027
H 2.8495 -1.3347 6.4126
H -1.4168 0.1227 3.3622
H -2.8282 1.3711 4.9429
H -2.0926 3.5773 5.7904
H 0.0584 4.5308 5.0319
H 1.4655 3.2907 3.4335
H 1.3684 2.5595 -0.2057
H 3.1229 4.0252 -1.0789
H 5.3177 4.1631 0.0609
H 5.7298 2.8241 2.1031
H 3.9726 1.3185 2.9669
S -0.1942 -3.7557 0.8822
C -0.2838 -2.2029 1.0160
```

These are the Löwdin partial charges, in e, on atoms 1 to 6: Bi 1.290; O 0.075; C -0.612; O -0.319; C -0.165; C -0.020

---

Record 2
DFT (ωB97M-V with the def2-TZVPD basis set) results for a molecular structure, C38H29Br2FN4O3Rh.

Results
- HOMO-LUMO gap: 7.2 eV
- E_HOMO: -4.92 eV
- E_LUMO: 2.30 eV
- Net charge: -1
- Total energy: -7268.888158 a.u.
- F_max: 0.7 eV/Å

The geometry in XYZ format:
```
78
C38H29Br2FN4O3Rh | the OMol25 dataset | ωB97M-V with the def2-TZVPD basis set
Rh 0.4909 -0.5247 -0.0421
C -3.1423 1.5468 -1.8877
C -2.7442 0.2689 -2.5740
C -3.7376 -0.4661 -3.2181
C -3.4519 -1.6379 -3.8939
C -2.1343 -2.0597 -3.9684
C -1.1107 -1.3521 -3.3500
C 0.3109 -1.7787 -3.5825
C -1.4207 -0.2087 -2.5916
N -0.4303 0.3761 -1.7577
C -0.2386 1.7101 -1.8121
O -0.5207 2.5014 -2.7101
C 0.3322 2.2703 -0.5103
C 0.6568 3.5925 -0.2811
C 1.1462 3.9389 0.9773
C 1.3053 2.9730 1.9657
C 0.9724 1.6663 1.6597
N 0.4753 1.3792 0.4616
C 1.1424 0.4685 2.5890
O 1.3836 0.6669 3.7801
N 0.9619 -0.6980 1.9452
C 0.7585 -1.8984 2.6942
C 1.6222 -2.9835 2.4999
C 2.9149 -2.8264 1.7513
C 1.2846 -4.2190 3.0423
C 0.1280 -4.3825 3.7854
C -0.6799 -3.2859 4.0333
C -0.3745 -2.0319 3.5120
C -1.2489 -0.8605 3.8610
H -4.2257 1.5852 -1.7646
H -2.8170 2.4155 -2.4614
H -2.6802 1.6503 -0.9041
H -4.7589 -0.1022 -3.1748
H -4.2406 -2.2039 -4.3745
H -1.8805 -2.9498 -4.5339
H 0.3360 -2.7061 -4.1562
H 0.8671 -1.9371 -2.6619
H 0.8421 -1.0146 -4.1551
H 0.5332 4.3004 -1.0885
H 1.4247 4.9659 1.1802
H 1.6913 3.1869 2.9525
H 2.7522 -2.4811 0.7320
H 3.4439 -3.7794 1.7120
H 3.5555 -2.0986 2.2547
H 1.9419 -5.0627 2.8641
H -0.1331 -5.3552 4.1847
H -1.5733 -3.3952 4.6388
H -2.1843 -1.2025 4.3065
H -1.4817 -0.2537 2.9871
H -0.7366 -0.2071 4.5683
Br 1.3074 -5.5456 -0.7171
C -0.2928 -4.6605 -0.2444
C -1.4438 -5.4275 -0.0079
C -2.6292 -4.8351 0.3143
Br -4.1660 -5.9233 0.5905
C -2.7160 -3.4293 0.4450
C -3.8951 -2.7064 0.7487
C -3.8522 -1.3516 0.8642
C -2.6142 -0.6921 0.7067
N -1.5137 -1.3276 0.4235
C -1.5420 -2.6787 0.2487
C -0.2943 -3.2755 -0.1709
O 0.7181 -2.5321 -0.4564
H -1.3801 -6.5038 -0.0917
H -4.8244 -3.2453 0.8787
H -4.7393 -0.7720 1.0799
H -2.5320 0.3770 0.8522
F 6.1438 1.0829 -1.9096
C 4.9047 0.7016 -1.4909
C 4.6899 0.4901 -0.1478
C 3.4185 0.1058 0.2690
C 2.3624 -0.0753 -0.6285
C 2.6383 0.1637 -1.9778
C 3.9025 0.5437 -2.4204
H 5.5032 0.6183 0.5559
H 3.2593 -0.0619 1.3243
H 1.8535 0.0538 -2.7095
H 4.1048 0.7225 -3.4690
```

These are the Löwdin partial charges, in e, on atoms 1 to 6: Rh 1.181; C -0.048; C -0.204; C -0.069; C -0.101; C -0.063